Entry 1:
# C26H22N3O9S3Sc

A structure of composition C26H22N3O9S3Sc (ωB97M-V/def2-TZVPD, the Open Molecules 2025 dataset).

ORCA input file:
```
! RIJCOSX wB97M-V def2-TZVPD def2/J DEFGRID3
* xyz 0 1
Sc -0.66 0.28 -0.13
O 4.36 -2.70 3.92
C 4.60 -1.70 3.21
O 5.65 -1.10 2.95
C 3.35 -1.14 2.49
C 2.12 -1.77 2.65
C 1.02 -1.28 1.98
N 1.10 -0.21 1.17
C 2.27 0.44 1.06
C 3.42 -0.01 1.69
C 2.19 1.70 0.29
C 3.31 2.37 -0.19
C 3.13 3.56 -0.88
C 1.84 4.04 -1.06
C 0.79 3.30 -0.58
N 0.95 2.16 0.09
C -0.34 -1.84 2.13
C -0.58 -3.09 2.70
C -1.88 -3.52 2.82
C -2.92 -2.71 2.39
C -2.60 -1.50 1.82
N -1.35 -1.07 1.69
H 2.08 -2.61 3.33
H 4.37 0.49 1.62
H 4.30 1.96 -0.02
H 3.98 4.09 -1.26
H 1.66 4.96 -1.60
H -0.24 3.63 -0.71
H 0.25 -3.69 3.03
H -2.09 -4.49 3.26
H -3.96 -3.01 2.48
H -3.38 -0.84 1.45
O -1.70 -0.15 -3.61
S -0.88 1.00 -3.34
O 0.07 1.39 -4.33
O -0.21 0.90 -1.99
C -2.00 2.37 -3.09
C -1.96 3.35 -4.08
C -2.81 4.45 -4.03
C -3.71 4.58 -3.00
C -3.77 3.62 -2.00
C -2.92 2.52 -2.03
S -3.05 1.49 -0.59
O -4.35 1.67 -0.04
O -1.91 1.91 0.29
O -2.69 0.09 -0.93
H -1.25 3.23 -4.89
H -2.76 5.19 -4.81
H -4.38 5.43 -2.96
H -4.47 3.71 -1.19
O -0.42 -1.66 -0.87
S -0.56 -2.47 -2.17
C -2.32 -2.83 -2.35
C -2.59 -4.09 -1.53
C -1.40 -5.01 -1.80
C -0.16 -4.15 -1.61
H -2.47 -2.98 -3.42
H -2.84 -1.93 -2.06
H -3.54 -4.54 -1.82
H -2.65 -3.84 -0.47
H -1.45 -5.39 -2.83
H -1.38 -5.87 -1.14
H 0.73 -4.49 -2.14
H 0.09 -4.00 -0.56
*
```

highest occupied orbital energy	-7.891	eV
max |F|	1.2	eV/Å
energy	-103429.33732	eV


Entry 2:
# C20H46LaOP4

A structure of composition C20H46LaOP4 (ωB97M-V/def2-TZVPD, the Open Molecules 2025 dataset).

ORCA input file:
```
! RIJCOSX wB97M-V def2-TZVPD def2/J DEFGRID3
* xyz 3 1
La -0.96 0.09 -0.88
P 1.41 1.02 0.88
P -1.23 2.84 -1.88
P 1.45 -0.44 -2.87
H -1.23 -4.57 -0.19
C -0.16 -4.82 -0.28
C 0.70 -4.38 0.65
H 0.35 -3.78 1.49
C 1.05 1.44 2.61
C 2.37 2.42 0.17
C 2.72 -0.29 1.00
C -2.55 2.88 -3.16
C -1.86 4.19 -0.82
C 0.01 3.78 -2.90
C 1.92 -2.11 -2.40
C 3.00 0.44 -2.69
C 1.04 -0.52 -4.60
H 0.09 -5.55 -1.05
H 1.76 -4.67 0.67
H 0.72 0.55 3.14
H 0.18 2.09 2.56
H 1.85 1.94 3.16
H 1.62 3.11 -0.24
H 2.96 2.06 -0.67
H 3.02 2.96 0.88
H 2.18 -1.24 1.07
H 3.40 -0.18 1.86
H 3.30 -0.31 0.06
H -2.48 3.91 -3.54
H -3.54 2.71 -2.72
H -2.42 2.16 -3.98
H -2.57 4.79 -1.40
H -1.06 4.84 -0.45
H -2.38 3.77 0.06
H -0.55 4.35 -3.66
H 0.68 3.07 -3.41
H 0.62 4.47 -2.29
H 2.27 -2.58 -3.33
H 1.07 -2.69 -2.01
H 2.74 -2.13 -1.67
H 3.62 0.20 -3.56
H 3.52 0.10 -1.79
H 2.86 1.53 -2.67
H 1.97 -0.77 -5.13
H 0.63 0.42 -4.99
H 0.29 -1.31 -4.69
C -2.33 -1.74 -3.39
C -3.18 -1.04 -4.27
C -3.21 -1.39 -5.60
C -2.63 -2.61 -5.96
C -1.77 -3.29 -5.08
C -1.56 -2.87 -3.77
O -2.04 -1.12 -2.23
H 0.14 0.65 -2.63
H -3.53 -0.07 -3.91
H -3.71 -0.63 -6.21
H -2.91 -3.04 -6.90
H -1.24 -4.17 -5.41
H -0.74 -3.29 -3.15
C -4.18 -0.19 1.27
P -2.43 0.31 1.60
C -2.70 1.85 2.52
C -1.88 -0.88 2.84
H -4.76 0.70 0.97
H -4.62 -0.67 2.16
H -4.13 -0.89 0.42
H -2.74 1.71 3.60
H -1.83 2.46 2.25
H -3.60 2.36 2.17
H -0.87 -0.60 3.13
H -1.81 -1.86 2.37
H -2.51 -0.94 3.73
*
```

highest occupied orbital energy	-15.779	eV
max |F|	3.6	eV/Å
energy	-61521.05244	eV


Entry 3:
# C11H16AgO2Sb

A structure of composition C11H16AgO2Sb (ωB97M-V/def2-TZVPD, the Open Molecules 2025 dataset).

ORCA input file:
```
! RIJCOSX wB97M-V def2-TZVPD def2/J DEFGRID3
* xyz 0 1
Ag -0.56 0.11 0.92
C 3.63 -0.63 -0.42
C 2.21 -0.86 -0.09
O 1.56 0.07 0.43
C 1.58 -2.19 -0.39
C 2.44 -3.19 -0.92
C 2.03 -4.45 -1.31
C 0.68 -4.77 -1.34
C -0.23 -3.85 -0.78
C 0.16 -2.56 -0.28
O -0.80 -1.89 0.26
H 3.88 0.41 -0.37
H 3.79 -0.93 -1.47
H 4.39 -1.15 0.22
H 3.49 -2.95 -1.05
H 2.85 -5.14 -1.58
H 0.43 -5.83 -1.63
H -1.26 -4.08 -0.78
C -3.76 2.48 0.17
Sb -1.88 2.42 1.18
C -2.47 3.83 2.61
C -0.70 3.75 -0.22
H -4.06 3.53 -0.05
H -4.56 2.02 0.66
H -3.60 1.92 -0.82
H -2.85 3.20 3.43
H -3.27 4.49 2.18
H -1.62 4.35 2.99
H -0.23 4.70 0.20
H -1.44 3.99 -1.00
H 0.14 3.21 -0.74
*
```

highest occupied orbital energy	-7.208	eV
max |F|	3.1	eV/Å
energy	-26296.45006	eV


Entry 4:
# C5H10N2O4

A cluster of 3 separate species, C5H10N2O4 in total (ωB97M-V/def2-TZVPD, the Open Molecules 2025 dataset).

ORCA input file:
```
! RIJCOSX wB97M-V def2-TZVPD def2/J DEFGRID3
* xyz 0 1
C -3.26 -1.34 0.89
C -0.47 1.53 2.56
C 1.68 0.92 1.28
C -0.39 -2.04 -1.71
C 0.49 0.50 1.89
N 0.75 -2.04 -0.95
N -1.34 -1.21 -1.48
O -3.63 -0.60 0.09
O -2.99 -2.10 1.67
O -2.21 -1.13 -2.48
O 0.12 -0.63 1.90
H -0.57 1.21 3.59
H -0.11 2.60 2.42
H -1.42 1.39 2.04
H 2.53 0.52 1.88
H 1.83 2.04 1.29
H 1.87 0.43 0.27
H -0.54 -2.74 -2.43
H 1.59 -2.48 -1.35
H 0.74 -1.41 -0.18
H -2.96 -0.63 -2.07
*
```

highest occupied orbital energy	-7.920	eV
max |F|	5.1	eV/Å
energy	-16515.56664	eV
SMILES string	CC(C)=O.N/C=N/O.O=C=O


Entry 5:
# C33H32BI2MoN4O7S

A structure of composition C33H32BI2MoN4O7S (ωB97M-V/def2-TZVPD, the Open Molecules 2025 dataset).

ORCA input file:
```
! RIJCOSX wB97M-V def2-TZVPD def2/J DEFGRID3
* xyz -1 1
Mo -0.06 0.11 -0.44
C 2.33 1.46 -3.28
C 3.25 1.30 -2.10
N 4.39 1.97 -2.11
C 5.24 1.82 -1.09
C 5.06 0.90 -0.09
C 6.11 0.68 0.97
O 7.07 1.73 0.92
C 3.90 0.12 -0.09
C 3.81 -1.06 0.80
N 3.04 -2.02 0.57
C 3.05 -3.16 1.39
C 3.09 -3.08 2.78
C 3.05 -4.22 3.56
C 2.97 -5.47 2.97
C 2.92 -5.58 1.58
C 2.96 -4.44 0.80
I 2.98 -4.60 -1.29
C 2.92 0.44 -1.04
O 1.66 -0.03 -0.91
H 2.67 2.29 -3.88
H 1.30 1.63 -2.97
H 2.34 0.54 -3.88
H 6.12 2.45 -1.10
H 6.61 -0.28 0.80
H 5.64 0.65 1.96
H 7.63 1.66 1.69
H 4.57 -1.16 1.59
H 3.11 -2.09 3.24
H 3.09 -4.14 4.64
H 2.94 -6.36 3.58
H 2.86 -6.55 1.11
C -4.05 3.21 -4.52
C -4.34 1.72 -4.39
N -3.10 0.94 -4.31
C -2.52 0.52 -5.58
C -2.89 -0.92 -5.93
C -2.48 0.71 -3.12
S -0.96 -0.05 -3.11
N -3.23 1.16 -2.05
C -2.91 1.10 -0.81
O -1.83 0.58 -0.35
C -3.82 1.72 0.18
C -5.05 2.23 -0.21
C -5.85 2.90 0.71
C -5.42 3.06 2.02
C -4.19 2.55 2.41
C -3.39 1.87 1.49
H -4.98 3.78 -4.63
H -3.41 3.42 -5.38
H -3.54 3.56 -3.62
H -4.91 1.36 -5.26
H -4.92 1.54 -3.50
H -1.44 0.62 -5.52
H -2.90 1.20 -6.35
H -2.49 -1.59 -5.16
H -2.47 -1.20 -6.90
H -3.98 -1.04 -5.96
H -5.37 2.11 -1.24
H -6.82 3.29 0.41
H -6.03 3.60 2.73
H -3.85 2.68 3.43
H -2.44 1.47 1.79
O -0.26 -2.64 1.49
C -0.83 -2.74 0.41
O -0.84 -1.89 -0.57
H -1.39 -3.66 0.19
O -1.07 -0.11 2.48
B 0.11 -0.27 1.67
O 1.22 -0.37 2.56
C 0.71 -0.43 3.82
C 1.38 -0.60 5.01
C 0.61 -0.63 6.18
C -0.77 -0.48 6.13
C -1.44 -0.29 4.91
C -0.67 -0.28 3.77
H 2.46 -0.70 5.03
H 1.10 -0.77 7.13
H -1.34 -0.50 7.05
H -2.51 -0.17 4.86
I 0.46 2.85 -0.06
*
```

highest occupied orbital energy (alpha / beta)	-4.263 / -4.244	eV
max |F|	3.0	eV/Å
energy	-84608.39981	eV


Entry 6:
# C42H38FeN3OS3Se4

A structure of composition C42H38FeN3OS3Se4 (ωB97M-V/def2-TZVPD, the Open Molecules 2025 dataset).

ORCA input file:
```
! RIJCOSX wB97M-V def2-TZVPD def2/J DEFGRID3
* xyz 0 6
Fe 1.74 -0.03 -1.62
N 1.43 -0.21 0.62
C 2.13 0.17 1.82
C 1.71 -0.40 3.03
C 2.34 -0.12 4.22
C 3.43 0.75 4.22
C 3.84 1.32 3.03
C 3.21 1.05 1.81
C 3.69 1.83 0.63
C 3.72 3.22 0.78
C 4.18 4.05 -0.23
C 4.64 3.50 -1.41
C 4.63 2.12 -1.59
C 4.17 1.29 -0.57
H 1.41 -1.23 0.55
H 0.45 0.06 0.67
H 0.87 -1.08 3.00
H 2.00 -0.57 5.14
H 3.95 0.98 5.14
H 4.69 1.99 3.03
H 3.35 3.65 1.70
H 4.17 5.12 -0.09
H 4.99 4.13 -2.21
H 4.99 1.70 -2.52
S -0.80 -0.23 -1.80
C -1.24 -1.86 -1.55
N -2.56 -2.17 -1.33
C -2.89 -3.48 -0.80
C -2.14 -4.51 -1.60
N -0.72 -4.22 -1.54
C 0.15 -5.37 -1.38
C 0.03 -5.98 -0.01
C -0.41 -7.28 0.17
C -0.53 -7.82 1.45
C -0.22 -7.05 2.55
C 0.22 -5.74 2.38
C 0.34 -5.21 1.11
C -0.28 -2.92 -1.55
S 1.41 -2.62 -1.60
C -3.62 -1.18 -1.27
C -4.08 -0.92 0.14
C -3.19 -0.36 1.06
C -3.58 -0.13 2.37
C -4.87 -0.44 2.78
C -5.76 -1.00 1.87
C -5.36 -1.24 0.56
H -3.97 -3.63 -0.87
H -2.61 -3.56 0.26
H -2.48 -4.49 -2.65
H -2.31 -5.51 -1.20
H 1.17 -5.04 -1.57
H -0.10 -6.11 -2.15
H -0.65 -7.88 -0.70
H -0.88 -8.83 1.57
H -0.32 -7.46 3.55
H 0.47 -5.14 3.25
H 0.69 -4.19 0.97
H -4.46 -1.54 -1.88
H -3.25 -0.27 -1.72
H -2.19 -0.11 0.72
H -2.88 0.30 3.07
H -5.18 -0.26 3.80
H -6.77 -1.25 2.19
H -6.06 -1.67 -0.14
Se 4.14 -0.62 -0.83
Se 5.56 -1.04 -2.59
Se 4.39 -0.14 -4.56
Se 2.18 0.28 -3.93
O 1.12 2.11 -1.48
S 0.48 2.90 -0.38
C 1.08 4.56 -0.66
C 1.62 4.87 -1.90
C 2.13 6.14 -2.10
C 2.10 7.07 -1.07
C 1.57 6.74 0.17
C 1.06 5.47 0.38
C -1.22 3.12 -0.87
C -2.19 3.17 0.12
C -3.52 3.28 -0.24
C -3.86 3.34 -1.59
C -2.88 3.28 -2.57
C -1.55 3.17 -2.21
H 1.67 4.11 -2.67
H 2.55 6.40 -3.06
H 2.51 8.06 -1.23
H 1.56 7.47 0.97
H 0.65 5.19 1.34
H -1.91 3.10 1.17
H -4.29 3.30 0.52
H -4.90 3.41 -1.87
H -3.15 3.30 -3.61
H -0.77 3.07 -2.96
*
```

highest occupied orbital energy (alpha / beta)	-5.935 / -6.458	eV
max |F|	0.8	eV/Å
energy	-378968.94757	eV


Entry 7:
# C35H40N4O3S2W

A structure of composition C35H40N4O3S2W (ωB97M-V/def2-TZVPD, the Open Molecules 2025 dataset).

ORCA input file:
```
! RIJCOSX wB97M-V def2-TZVPD def2/J DEFGRID3
* xyz 2 1
W -0.90 -0.11 -1.33
O -1.86 -0.78 0.74
C -1.37 -2.11 0.84
C -2.44 -3.14 0.94
C -2.25 -4.42 0.62
C -1.06 -5.04 0.05
C -0.11 -4.45 -0.69
C -0.05 -3.08 -1.14
C 0.57 -2.55 -2.22
N 0.32 -1.22 -2.47
C 0.86 -0.63 -3.69
C -0.28 0.15 -4.31
N -1.02 0.83 -3.22
C -1.69 1.88 -3.56
C -2.57 2.65 -2.71
C -3.33 3.69 -3.26
C -4.23 4.38 -2.47
C -4.38 4.04 -1.13
C -3.64 3.02 -0.56
C -2.73 2.34 -1.36
O -1.98 1.33 -0.84
H -3.39 -2.80 1.33
H -3.08 -5.10 0.79
H -0.97 -6.11 0.21
H 0.69 -5.06 -1.08
H 1.19 -3.13 -2.89
H 1.21 -1.40 -4.38
H 1.69 0.03 -3.45
H -0.99 -0.53 -4.79
H 0.06 0.88 -5.04
H -1.62 2.21 -4.60
H -3.21 3.94 -4.31
H -4.82 5.18 -2.89
H -5.09 4.58 -0.52
H -3.74 2.77 0.49
O -0.82 -2.07 -0.56
S -0.09 -2.41 2.05
C -2.14 0.02 1.96
C -3.24 -0.57 2.79
C -4.55 -0.49 2.32
C -5.59 -1.05 3.05
C -5.32 -1.67 4.26
C -4.02 -1.73 4.75
C -2.98 -1.18 4.01
C 1.18 -1.27 1.45
C 2.30 -1.11 2.45
C 3.18 -2.16 2.69
C 4.22 -1.99 3.60
C 4.38 -0.78 4.26
C 3.51 0.27 4.01
C 2.47 0.10 3.11
H -2.45 0.97 1.53
H -1.20 0.15 2.50
H -4.75 0.00 1.38
H -6.60 -0.99 2.68
H -6.12 -2.10 4.84
H -3.82 -2.20 5.70
H -1.97 -1.23 4.38
H 0.74 -0.28 1.25
H 1.56 -1.67 0.51
H 3.06 -3.10 2.18
H 4.90 -2.81 3.79
H 5.19 -0.66 4.97
H 3.63 1.21 4.53
H 1.79 0.92 2.91
C 2.31 4.17 -1.27
N 3.09 2.95 -1.51
C 4.33 3.18 -2.25
C 2.63 1.73 -1.25
S 0.91 1.65 -0.93
N 3.51 0.73 -1.14
C 4.82 0.91 -0.51
C 3.16 -0.66 -1.35
H 3.01 4.99 -1.15
H 1.72 4.07 -0.37
H 1.65 4.37 -2.12
H 4.13 3.97 -2.98
H 4.63 2.28 -2.77
H 5.14 3.51 -1.60
H 4.91 1.91 -0.11
H 5.64 0.72 -1.21
H 4.88 0.20 0.31
H 2.11 -0.74 -1.60
H 3.38 -1.23 -0.45
H 3.76 -1.07 -2.17
*
```

highest occupied orbital energy (alpha / beta)	-12.751 / -12.756	eV
max |F|	0.8	eV/Å
energy	-72528.31052	eV


Entry 8:
# C4H7NO2

A cluster of 2 separate species, C4H7NO2 in total (ωB97M-V/def2-TZVPD, the Open Molecules 2025 dataset).

ORCA input file:
```
! RIJCOSX wB97M-V def2-TZVPD def2/J DEFGRID3
* xyz 0 1
C 1.59 0.26 0.23
C 0.59 -0.28 -0.76
C -0.31 -1.40 -0.41
N -0.83 -0.04 -0.53
C -1.76 1.41 1.23
O -2.72 1.64 0.61
O -0.85 1.27 1.95
H 1.36 -0.07 1.25
H 1.63 1.35 0.24
H 2.59 -0.12 -0.03
H 0.91 -0.21 -1.80
H -0.30 -1.78 0.61
H -0.58 -2.13 -1.17
H -1.34 0.08 -1.40
*
```

highest occupied orbital energy	-9.829	eV
max |F|	0.8	eV/Å
energy	-9846.30794	eV
SMILES string	C[C@H]1CN1.O=C=O


Entry 9:
# C15H17NO2S

A structure of composition C15H17NO2S (ωB97M-V/def2-TZVPD, the Open Molecules 2025 dataset).

ORCA input file:
```
! RIJCOSX wB97M-V def2-TZVPD def2/J DEFGRID3
* xyz 0 1
C -4.36 1.36 1.93
H -4.07 2.31 1.35
O -4.42 0.41 0.88
C -3.48 0.00 0.04
C -2.28 0.49 -0.10
C -1.38 0.20 -0.81
C -1.67 -0.87 -1.59
C -2.83 -1.37 -1.86
C -3.84 -0.99 -0.94
O -4.95 -1.70 -0.85
H -5.59 -1.05 -0.13
H -3.12 -2.10 -2.53
H -0.80 -1.22 -2.58
C 0.04 1.05 -0.83
N 1.00 0.04 -0.46
C 2.28 0.28 -0.23
C 2.91 1.44 -0.49
C 4.20 1.76 -0.43
C 5.23 0.88 -0.37
C 4.60 -0.46 0.00
C 3.22 -0.74 -0.23
S 2.53 -2.30 0.27
C 2.17 -2.13 1.93
H 3.00 -2.01 2.64
H 1.47 -1.26 1.74
H 1.80 -3.16 2.14
H 5.30 -1.52 0.04
H 6.22 1.11 -0.32
H 4.53 2.78 -0.54
H 2.24 2.39 -0.64
H 0.80 -0.82 -0.50
H 0.25 1.25 -2.02
H 0.02 1.90 -0.21
H -2.12 1.34 0.72
H -5.38 1.35 2.40
H -3.55 1.34 2.58
*
```

highest occupied orbital energy	-7.921	eV
max |F|	17.6	eV/Å
energy	-32241.77958	eV